[1]
ORCA calculation (the ωB97M-V functional and the def2-TZVPD basis) on a molecular structure, C23H32IN2O3P2Re at a distorted geometry.

Geometry (Å):
1 C 1.46175 1.69249 -3.99988
2 I -1.10387 1.07782 0.17328
3 H 1.38890 2.75295 -4.32825
4 H 1.08246 1.06025 -4.84661
5 H 2.55437 1.45202 -3.91541
6 Re 0.42492 1.50226 -2.21542
7 P -1.62560 1.28769 -3.38039
8 C -2.18345 -0.43105 -3.73311
9 C -3.05888 1.99817 -2.48492
10 H -3.88523 2.18980 -3.18432
11 H -2.72954 2.12298 -5.39067
12 H -2.73955 2.93984 -2.01616
13 H -1.37231 3.16555 -4.85631
14 H -2.26517 -0.97328 -2.78217
15 H -3.37774 1.30338 -1.69721
16 C -1.70436 2.12661 -4.99324
17 H -3.15283 -0.43729 -4.25666
18 H -1.03435 1.63699 -5.71198
19 H -1.43068 -0.93662 -4.35926
20 P 2.32454 1.91357 -0.91302
21 C 3.28764 0.38778 -0.36233
22 C 3.59091 2.91842 -1.65898
23 H 1.17675 3.52354 0.45823
24 H 2.84447 3.20374 1.05497
25 H 1.52550 2.07151 1.38000
26 C 1.92871 2.76025 0.64578
27 H 3.11134 3.81480 -2.06643
28 H 4.33010 3.21195 -0.90286
29 H 4.06894 0.64144 0.29193
30 H 3.55213 -0.19195 -1.23027
31 H 4.08983 2.37978 -2.46998
32 H 2.59032 -0.28597 0.20008
33 C 0.77923 -0.47901 -2.44471
34 O 1.08130 -1.58878 -2.52865
35 O -0.84366 -1.69047 -1.13723
36 C -0.00415 -1.30086 -0.33359
37 N -0.25137 -1.74009 0.99156
38 C 0.21389 -1.12595 2.09866
39 C 1.04525 0.05438 1.49234
40 O 2.07370 0.28880 2.08584
41 N 0.86708 -0.01208 -0.43996
42 C -0.88179 -0.43400 2.87069
43 C -0.63799 0.70509 3.64194
44 C -1.66066 1.36137 4.32188
45 C -2.96061 0.89164 4.26236
46 C -3.23314 -0.25307 3.51688
47 C -2.20732 -0.90351 2.83200
48 C 0.69119 -2.51017 2.70443
49 C -0.07775 -3.00278 3.74308
50 C -0.22821 -4.38290 3.95770
51 C 0.38145 -5.29048 3.11281
52 C 1.20078 -4.81190 2.08097
53 C 1.35329 -3.44490 1.88433
54 H -0.94734 -2.43583 0.96501
55 H 0.38317 1.12465 3.71199
56 H -1.43672 2.26928 4.90407
57 H -3.76824 1.41062 4.79088
58 H -4.26689 -0.63401 3.46993
59 H -2.50303 -1.80116 2.25105
60 H -0.69268 -2.35648 4.40093
61 H -0.89331 -4.74751 4.75371
62 H 0.19950 -6.36220 3.22510
63 H 1.64771 -5.54138 1.38811
64 H 1.90731 -3.13576 0.97750

Calculated values
- calculated total energy (a.u.) = -2288.16637
- 2S+1 = 4
- energy relative to the best compared isomer or geometry (same formula, charge and spin) (kcal/mol) = 144.0
- net charge = +3
- HOMO-LUMO gap (spin up / spin down) (Eh) = 0.205 / 0.178
- highest occupied orbital energy (spin up / spin down) (Eh) = -0.631 / -0.641

Now the Mulliken charges, all in e:
1 C -1.534
2 I 0.487
3 H 0.478
4 H 0.440
5 H 0.411
6 Re 1.140
7 P 0.921
8 C -1.151
9 C -1.392
10 H 0.468
11 H 0.464
12 H 0.390
13 H 0.406
14 H 0.256
15 H 0.370
16 C -1.224
17 H 0.484
18 H 0.362
19 H 0.360
20 P 1.032
21 C -0.823
22 C -1.169
23 H 0.475
24 H 0.503
25 H 0.042
26 C -0.818
27 H 0.417
28 H 0.464
29 H 0.657
30 H 0.410
31 H 0.417
32 H -0.216
33 C -0.144
34 O -0.232
35 O -0.593
36 C 0.296
37 N 0.052
38 C 3.938
39 C -1.945
40 O -0.221
41 N -0.822
42 C -1.171
43 C -0.127
44 C -1.123
45 C -0.479
46 C -1.149
47 C 0.422
48 C 0.022
49 C -0.041
50 C -0.652
51 C -0.434
52 C -0.873
53 C -0.088
54 H 0.425
55 H 0.550
56 H 0.466
57 H 0.475
58 H 0.435
59 H 0.280
60 H 0.470
61 H 0.443
62 H 0.462
63 H 0.420
64 H 0.411

=====

[2]
ORCA calculation (the ωB97M-V functional and the def2-TZVPD basis) on 11 unconnected molecules or ions with the total composition C23H33BCl30NO5 at a distorted geometry.

Geometry (Å):
1 C 3.20470 -6.44168 -1.42218
2 C 2.29575 -5.47189 -1.56727
3 C 2.54308 -3.99356 -1.51157
4 C 1.95812 -3.25119 -0.26723
5 N 0.59703 -3.76181 0.00964
6 C -0.47144 -3.80648 -0.99061
7 C -1.62884 -2.86310 -0.63965
8 O -2.64277 -3.55482 0.06517
9 C -3.09621 -2.93203 1.19801
10 O -3.06660 -1.72709 1.33176
11 C -3.64996 -3.86018 2.24050
12 C -4.00414 -5.26990 1.74872
13 C 0.51478 -4.15874 1.23491
14 O -0.55135 -4.73006 1.78671
15 C 1.70654 -3.88318 2.03295
16 C 2.80929 -3.45384 1.03575
17 O 3.73014 -4.51789 1.03101
18 B 3.48546 -2.02562 1.29126
19 C 4.88251 -1.71855 0.66657
20 O 2.80134 -1.04574 1.98773
21 H 2.96364 -7.42470 -1.79735
22 H 4.14828 -6.30052 -0.92066
23 H 1.27146 -5.77121 -1.75658
24 H 2.10726 -3.52731 -2.39161
25 H 3.60223 -3.75116 -1.54134
26 H 1.91259 -2.20140 -0.55902
27 H -0.84884 -4.81931 -1.09334
28 H -0.06717 -3.44297 -1.92549
29 H -2.04395 -2.49590 -1.57400
30 H -1.23608 -2.00863 -0.09505
31 H -2.83952 -3.96341 2.96336
32 H -4.45686 -3.38203 2.77522
33 H -4.20160 -5.29349 0.68486
34 H -3.18079 -5.95904 1.93329
35 H -4.84075 -5.67158 2.30747
36 H -0.91820 -5.41786 1.21221
37 H 1.45386 -2.96532 2.58649
38 H 1.95846 -4.58166 2.81910
39 H 4.40182 -4.38751 0.35809
40 H 5.34803 -0.84535 1.10074
41 H 5.58749 -2.54621 0.71934
42 H 4.71000 -1.53442 -0.40040
43 H 2.93838 -1.07079 2.93738
44 C 3.01095 2.12612 0.96213
45 Cl 3.54239 3.37464 2.08217
46 Cl 1.54899 2.59726 0.09599
47 Cl 4.30587 1.71530 -0.17018
48 H 2.77775 1.23802 1.53312
49 C -2.26133 3.81311 0.24582
50 Cl -3.95885 3.34340 0.25252
51 Cl -1.39922 3.07249 1.59128
52 Cl -1.49715 3.35437 -1.28252
53 H -2.20480 4.88853 0.34431
54 C 5.46027 3.68061 5.91854
55 Cl 4.00096 2.73133 6.20408
56 Cl 6.83966 2.62383 5.60401
57 Cl 5.21168 4.81453 4.59181
58 H 5.66813 4.24942 6.81193
59 C -2.50970 0.71572 -3.91183
60 Cl -3.82910 -0.33261 -3.38683
61 Cl -1.02006 -0.21523 -4.12898
62 Cl -2.93183 1.57876 -5.38520
63 H -2.33316 1.44634 -3.13570
64 C -5.05886 4.31588 -7.36267
65 Cl -4.19269 5.54384 -6.43740
66 Cl -6.01729 5.05660 -8.64235
67 Cl -3.93240 3.12781 -8.01958
68 H -5.73301 3.80385 -6.68924
69 C -6.86786 8.06036 -6.53224
70 Cl -8.30763 7.89277 -7.53612
71 Cl -6.20062 9.68803 -6.65334
72 Cl -7.22078 7.64772 -4.85261
73 H -6.12218 7.36725 -6.89574
74 C 2.61030 5.28316 9.22520
75 Cl 2.94214 4.11208 10.49846
76 Cl 4.11197 5.90936 8.53702
77 Cl 1.56975 4.58619 7.98286
78 H 2.08612 6.12049 9.66467
79 C -1.13622 8.27576 -5.44316
80 Cl -1.04650 7.42757 -6.98452
81 Cl -2.78749 8.82252 -5.14799
82 Cl -0.56973 7.24231 -4.12741
83 H -0.49373 9.14411 -5.48951
84 C -7.65745 -2.63042 1.77933
85 Cl -9.38950 -2.69742 1.48587
86 Cl -7.20014 -3.73569 3.08050
87 Cl -6.75568 -2.99673 0.30591
88 H -7.40309 -1.62527 2.08685
89 C 8.72979 -0.89387 1.57691
90 Cl 9.05498 -2.62214 1.43748
91 Cl 8.24026 -0.22253 0.02064
92 Cl 7.49778 -0.58972 2.80499
93 H 9.64114 -0.40063 1.88581

Calculated values
- calculated total energy (a.u.) = -15157.49856
- net charge = +1
- HOMO-LUMO gap (Eh) = 0.333
- highest occupied orbital energy (Eh) = -0.441

Now the Mulliken charges, all in e:
1 C -0.917
2 C 0.080
3 C -1.065
4 C -0.420
5 N 0.571
6 C -1.049
7 C -0.769
8 O -0.240
9 C 0.661
10 O -0.656
11 C -0.215
12 C -1.169
13 C 0.393
14 O -0.419
15 C -1.408
16 C 0.873
17 O -0.621
18 B 0.199
19 C -0.597
20 O -0.628
21 H 0.297
22 H 0.220
23 H 0.252
24 H 0.612
25 H 0.546
26 H 0.433
27 H 0.552
28 H 0.376
29 H 0.392
30 H 0.558
31 H 0.247
32 H 0.347
33 H 0.324
34 H 0.283
35 H 0.354
36 H 0.384
37 H 0.265
38 H 0.497
39 H 0.408
40 H 0.053
41 H 0.329
42 H 0.348
43 H 0.290
44 C 0.541
45 Cl -0.076
46 Cl -0.017
47 Cl -0.138
48 H -0.293
49 C 0.017
50 Cl -0.124
51 Cl -0.092
52 Cl -0.141
53 H 0.319
54 C 0.149
55 Cl -0.114
56 Cl -0.113
57 Cl -0.117
58 H 0.193
59 C 0.558
60 Cl -0.131
61 Cl -0.144
62 Cl -0.039
63 H -0.244
64 C 0.008
65 Cl -0.051
66 Cl -0.127
67 Cl -0.148
68 H 0.338
69 C 0.571
70 Cl -0.130
71 Cl -0.125
72 Cl -0.123
73 H -0.221
74 C 0.011
75 Cl -0.117
76 Cl -0.109
77 Cl -0.100
78 H 0.327
79 C -0.041
80 Cl -0.102
81 Cl -0.082
82 Cl -0.110
83 H 0.350
84 C 0.068
85 Cl -0.116
86 Cl -0.136
87 Cl -0.106
88 H 0.297
89 C -0.055
90 Cl -0.122
91 Cl -0.101
92 Cl -0.090
93 H 0.372

=====

[3]
ORCA calculation (the ωB97M-V functional and the def2-TZVPD basis) on a gas-phase ion, C23H33BrF4IN2O2 (charge +1) at a distorted geometry.

Geometry (Å):
1 C -4.99321 0.57228 0.79230
2 C -3.44412 0.98767 1.25868
3 C -3.39539 0.79947 2.89714
4 C -2.02872 1.44972 3.57939
5 C -0.85937 0.31647 3.80195
6 C 0.63261 0.77978 3.26316
7 C 0.76275 0.26089 1.71269
8 C 1.24647 -1.28956 1.47239
9 N 1.42130 -1.91257 0.07157
10 C 1.92495 -3.36039 0.07635
11 C 0.73028 -4.47782 0.20190
12 C 0.71099 -5.67273 -0.94782
13 N -0.22939 -4.54623 1.18216
14 C 1.14623 -1.12024 -1.22369
15 C 1.37470 -1.79131 -2.70188
16 C 0.00563 -2.24916 -3.47872
17 C -1.32019 -2.39683 -2.52565
18 I -2.52081 -4.04368 -3.43550
19 C 0.64099 0.47181 -1.14337
20 C 0.33107 1.33017 -2.53757
21 C 1.67309 1.96943 -3.22909
22 C 1.40486 3.61773 -3.30300
23 Br 1.92644 1.39738 -5.15609
24 C 0.45700 1.17244 0.36358
25 C 0.01632 2.73199 0.61485
26 O -1.07503 3.18335 -0.05789
27 O 0.65169 3.68843 1.53452
28 C 2.03613 4.00355 1.14960
29 F 2.36407 5.31059 1.83291
30 F 2.23488 4.24093 -0.29965
31 C 3.16315 2.93126 1.67828
32 F 3.58580 1.99872 0.57445
33 F 4.39430 3.73646 2.01857
34 H -4.96630 0.10155 -0.28247
35 H -5.46537 -0.18508 1.58218
36 H -5.63710 1.56574 0.73689
37 H -2.73157 0.26995 0.66814
38 H -3.27050 2.12693 1.00311
39 H -3.48658 -0.35963 3.10337
40 H -4.34566 1.33540 3.35600
41 H -1.63362 2.36269 2.92090
42 H -2.35314 1.88226 4.64334
43 H -0.78019 -0.06668 4.91977
44 H -1.19013 -0.62911 3.15630
45 H 0.87691 1.91157 3.43284
46 H 1.43257 0.16134 3.89211
47 H 1.48080 -1.94840 2.43458
48 H 2.59482 -3.44719 1.05979
49 H 2.63125 -3.61774 -0.82046
50 H -0.32470 -6.24237 -0.82621
51 H 1.57810 -6.43348 -0.64964
52 H 0.85485 -5.23869 -2.03493
53 H -0.05091 -3.74374 1.82650
54 H 2.11513 -2.69737 -2.72960
55 H 1.87266 -0.94284 -3.37723
56 H 0.20245 -3.33046 -3.94438
57 H -0.25162 -1.55499 -4.40467
58 H -2.00818 -1.44520 -2.61233
59 H -1.11084 -2.74796 -1.42913
60 H -0.13121 0.53106 -3.29201
61 H -0.48106 2.15983 -2.38533
62 H 2.66085 1.70457 -2.62930
63 H 2.44047 4.18282 -3.26933
64 H 0.73883 3.98521 -2.41048
65 H 0.89966 3.91466 -4.32381
66 H 2.86986 2.34536 2.64897

Calculated values
- calculated total energy (a.u.) = -4426.47780
- SMILES = [H]/N=C(/C)C[n+]1cc(CCCCCC)c(C(=O)OC(F)(F)C(F)F)c(C[C@H](C)Br)c1CCCI
- net charge = +1
- HOMO-LUMO gap (Eh) = 0.234
- highest occupied orbital energy (Eh) = -0.438

Now the Mulliken charges, all in e:
1 C -0.983
2 C 0.334
3 C -0.916
4 C -0.190
5 C -0.593
6 C -0.960
7 C 0.325
8 C -0.531
9 N 0.585
10 C -0.965
11 C 0.697
12 C -0.922
13 N -0.643
14 C 0.230
15 C -0.516
16 C -0.757
17 C -0.730
18 I 0.028
19 C 0.100
20 C -1.095
21 C -0.075
22 C -1.015
23 Br -0.135
24 C 1.520
25 C -0.690
26 O -0.493
27 O -0.328
28 C 0.768
29 F -0.282
30 F -0.217
31 C 0.467
32 F -0.238
33 F -0.283
34 H 0.290
35 H 0.277
36 H 0.267
37 H -0.108
38 H 0.113
39 H 0.332
40 H 0.331
41 H 0.017
42 H 0.406
43 H 0.340
44 H 0.213
45 H 0.231
46 H 0.422
47 H 0.406
48 H 0.448
49 H 0.346
50 H 0.293
51 H 0.339
52 H 0.207
53 H 0.261
54 H 0.398
55 H 0.048
56 H 0.526
57 H 0.311
58 H 0.447
59 H 0.263
60 H 0.164
61 H 0.539
62 H 0.451
63 H 0.307
64 H 0.201
65 H 0.411
66 H 0.008

=====

[4]
ORCA calculation (the ωB97M-V functional and the def2-TZVPD basis) on a molecular structure, C23H33Cl2N4O4Sc at a distorted geometry.

Geometry (Å):
1 O -1.11525 0.19923 -1.06753
2 C -1.36792 0.04672 -2.43514
3 C -2.62538 -0.75456 -2.67987
4 C -3.18997 -1.53134 -1.67404
5 H -2.72826 -1.51545 -0.69817
6 C -4.32391 -2.29439 -1.91313
7 H -4.74191 -2.90373 -1.12078
8 C -4.92300 -2.28045 -3.16569
9 H -5.80752 -2.87499 -3.35609
10 C -4.38077 -1.49067 -4.17168
11 H -4.84512 -1.46496 -5.14929
12 C -3.24120 -0.73795 -3.92783
13 H -2.81763 -0.12673 -4.71546
14 H -1.51667 1.02703 -2.90131
15 C 0.99143 0.42721 -3.19823
16 C -0.12187 -0.56074 -3.06632
17 H 1.68714 0.19181 -3.99935
18 H 1.54449 0.50208 -2.26378
19 H 0.58749 1.42376 -3.39326
20 C -0.06155 -1.84926 -3.40925
21 C 1.09691 -2.58780 -3.98895
22 H -0.95745 -2.44662 -3.27803
23 H 0.89246 -3.00614 -4.97057
24 H 1.39841 -3.41224 -3.33781
25 H 1.97218 -1.93914 -4.07967
26 Sc 0.29005 -0.47183 -0.02307
27 Cl -0.79076 -2.39855 0.69163
28 Cl 1.45142 -1.58637 -1.68988
29 C 2.41989 -1.96958 1.31054
30 O 1.82656 -0.87929 1.34688
31 N 3.35963 -2.32526 2.19065
32 C 4.06333 -1.33945 2.98509
33 C 3.69820 -3.71671 2.39590
34 H 2.19877 -2.70869 0.54220
35 H 3.63529 -0.36384 2.78944
36 H 5.12266 -1.33012 2.72731
37 H 3.96597 -1.57141 4.04569
38 H 2.99127 -4.34848 1.86763
39 H 3.66403 -3.96708 3.45673
40 H 4.70131 -3.92718 2.02353
41 H 3.52140 3.86983 -0.09083
42 H 1.31467 5.47001 0.12963
43 C 2.94500 3.51988 -0.94796
44 C 0.86925 4.83012 -0.63154
45 N 1.52897 3.54228 -0.64956
46 H 3.25144 2.50887 -1.19385
47 C 0.84774 2.40832 -0.48318
48 O 1.38434 1.29034 -0.40029
49 H -0.18124 4.68384 -0.41110
50 H -0.23493 2.51621 -0.44415
51 H 3.16136 4.15595 -1.80499
52 H 0.97149 5.32076 -1.60066
53 N -1.74991 2.08673 6.47423
54 C -2.47380 1.69732 5.39423
55 O -3.68847 1.60970 5.50793
56 C -1.83780 1.32278 4.08981
57 C -0.45861 1.47432 3.85066
58 C 0.09111 1.03526 2.64628
59 N -0.68777 0.45168 1.69297
60 C -2.03188 0.33210 1.87783
61 C -2.62703 0.76759 3.06609
62 H -2.22716 2.30805 7.36060
63 H -0.72504 2.15088 6.46479
64 H 0.21275 1.89782 4.58054
65 H 1.15706 1.12723 2.49989
66 H -2.64407 -0.14119 1.12767
67 H -3.69167 0.62650 3.19595

Calculated values
- calculated total energy (a.u.) = -3097.44350
- energy relative to the best compared isomer or geometry (same formula, charge and spin) (kcal/mol) = 50.4
- HOMO-LUMO gap (Eh) = 0.202
- highest occupied orbital energy (Eh) = -0.221

Now the Mulliken charges, all in e:
1 O 0.170
2 C 0.722
3 C -0.862
4 C 0.444
5 H -0.013
6 C -1.073
7 H 0.417
8 C -0.359
9 H 0.388
10 C -0.799
11 H 0.385
12 C -0.040
13 H 0.403
14 H 0.423
15 C -1.191
16 C -0.256
17 H 0.310
18 H 0.285
19 H 0.439
20 C 0.510
21 C -1.426
22 H 0.338
23 H 0.391
24 H 0.273
25 H 0.326
26 Sc -0.417
27 Cl -0.437
28 Cl -0.394
29 C 0.179
30 O -0.325
31 N 0.287
32 C -0.891
33 C -0.990
34 H 0.217
35 H 0.183
36 H 0.319
37 H 0.328
38 H 0.332
39 H 0.321
40 H 0.349
41 H 0.329
42 H 0.339
43 C -1.009
44 C -0.916
45 N 0.384
46 H 0.268
47 C 0.381
48 O -0.780
49 H 0.283
50 H 0.206
51 H 0.363
52 H 0.338
53 N -0.340
54 C 0.297
55 O -0.626
56 C 1.102
57 C -1.101
58 C -0.595
59 N 0.611
60 C 0.117
61 C -0.902
62 H 0.245
63 H 0.158
64 H 0.184
65 H 0.524
66 H 0.355
67 H 0.519

=====

Which of these has the lowest calculated total energy? C23H33BCl30NO5